# 1
# C23H18BrN8O5RuS2

A structure of composition C23H18BrN8O5RuS2 (wB97M-V/def2-TZVPD, the Open Molecules 2025 dataset).

The geometry in XYZ format:
```
58
Properties=species:S:1:pos:R:3:forces:R:3
Ru 0.969 -0.155 1.980 0.12 -0.02 0.12
Br -5.362 4.356 -8.695 0.00 0.01 0.01
C -4.429 3.911 -7.110 0.02 0.02 -0.05
C -3.044 3.915 -7.107 0.13 -0.02 0.06
C -2.359 3.572 -5.953 0.15 0.02 -0.05
C -3.062 3.242 -4.788 0.28 -0.25 0.03
C -4.458 3.253 -4.807 -0.17 -0.01 0.10
C -5.139 3.584 -5.965 -0.06 -0.06 0.14
N -2.418 2.930 -3.601 -0.61 0.28 -0.01
N -1.181 2.939 -3.412 0.49 0.12 0.07
C -0.416 2.393 -2.435 -0.05 -0.15 -0.20
C 0.929 2.767 -2.362 -0.04 0.17 -0.09
C 1.772 2.313 -1.358 0.13 -0.03 0.12
C 1.309 1.476 -0.353 0.42 -0.03 0.14
O 2.063 1.069 0.667 -0.58 0.00 -0.14
C -0.037 1.037 -0.447 -0.07 -0.24 0.21
N -0.441 0.165 0.531 -0.55 0.23 -0.43
C -1.668 -0.330 0.509 0.24 0.07 0.04
C -2.579 0.011 -0.490 -0.05 0.00 -0.12
C -2.208 0.902 -1.467 0.02 -0.03 0.04
C -0.912 1.448 -1.471 -0.12 -0.01 -0.09
H -2.500 4.188 -8.001 -0.02 -0.03 0.03
H -1.275 3.577 -5.926 -0.08 0.01 -0.05
H -5.002 3.003 -3.903 0.03 0.04 -0.06
H -6.221 3.596 -5.977 0.05 -0.02 0.01
H 1.304 3.449 -3.117 -0.03 -0.04 0.09
H 2.808 2.628 -1.320 -0.07 0.03 -0.04
H -1.920 -1.023 1.297 0.02 -0.04 0.08
H -3.562 -0.439 -0.485 0.04 0.05 0.02
H -2.906 1.184 -2.241 -0.02 0.00 -0.02
O 2.473 -6.041 1.306 -0.10 -0.04 0.01
C 3.509 -5.254 1.078 0.12 0.07 -0.02
O 4.631 -5.675 0.944 -0.07 0.00 0.00
C 3.243 -3.789 0.991 -0.18 -0.11 0.02
C 4.226 -2.864 0.722 0.16 0.05 -0.04
N 3.644 -1.656 0.735 0.10 0.12 -0.12
N 2.343 -1.736 0.993 -0.13 0.07 0.09
C 2.074 -3.015 1.166 0.00 -0.16 0.04
C 0.688 -3.347 1.628 -0.13 -0.06 0.03
O 0.327 -4.526 1.677 0.12 0.19 0.03
O -0.007 -2.332 1.985 0.11 -0.03 0.06
H 1.624 -5.528 1.399 0.00 -0.01 0.02
H 5.279 -3.015 0.535 -0.11 0.05 -0.01
H 4.055 -0.747 0.596 -0.03 0.09 -0.01
S 4.226 1.142 5.023 -0.01 0.00 0.02
C 3.172 0.467 4.030 -0.19 -0.30 -0.09
N 2.393 -0.069 3.320 0.55 0.22 0.43
C 0.672 -2.929 5.591 -0.02 0.12 -0.05
N 0.045 -1.929 4.737 0.25 -0.23 0.26
C 0.018 -0.639 4.982 -0.12 0.17 0.11
N 0.398 -0.184 6.172 0.02 0.07 0.08
S -0.589 0.492 3.807 0.15 -0.39 -0.42
H 0.367 -3.910 5.238 -0.01 -0.01 0.00
H 0.349 -2.826 6.628 -0.06 -0.02 -0.02
H 1.761 -2.865 5.542 0.01 0.06 0.01
H -0.175 -2.212 3.788 -0.17 -0.03 -0.35
H 0.818 -0.781 6.864 -0.01 0.03 0.01
H 0.380 0.807 6.333 0.12 0.05 -0.02
```
Forces are in eV/Å.

Values from the calculation:
Energy above the lowest of the compared OMol25 structures with the same formula, charge and spin = 28.2 kJ/mol
Charge = 0
LUMO energy (alpha / beta) = -0.57 / -2.11 eV
2S+1 = 6
Kohn-Sham gap (alpha / beta) = 0.227 / 0.224 hartree
Expectation value of S² = 8.8374

***

# 2
# C16H20BrN3O4

The molecule C16H20BrN3O4 (wB97M-V/def2-TZVPD, the Open Molecules 2025 dataset).

The geometry in XYZ format:
```
44
Properties=species:S:1:pos:R:3:forces:R:3
C -6.769 -0.910 0.791 0.29 -0.04 -0.30
C -6.224 -1.338 -0.564 -0.39 -0.28 0.24
O -4.946 -0.759 -0.826 0.28 0.16 -0.01
C -3.890 -1.393 -0.268 0.11 0.08 -0.19
O -3.965 -2.394 0.404 -0.24 -0.35 0.25
N -2.728 -0.773 -0.582 -0.03 0.08 -0.07
C -1.484 -1.226 0.000 0.09 -0.08 0.23
C -0.719 -0.049 0.592 0.02 -0.37 0.43
N -0.458 0.942 -0.443 -0.20 -0.12 -0.19
C 0.396 1.976 -0.339 0.16 0.01 0.33
O 0.575 2.771 -1.247 0.22 0.32 -0.11
C 1.205 2.118 0.957 -0.15 -0.01 -0.07
N 2.571 1.705 0.716 -0.01 0.34 -0.08
C 2.989 0.443 0.966 0.09 0.14 0.03
O 2.275 -0.393 1.492 0.01 -0.18 0.04
C 4.399 0.148 0.580 0.26 -0.20 -0.02
C 4.725 -1.173 0.286 -0.12 0.17 0.06
C 6.013 -1.521 -0.069 0.12 0.02 -0.03
C 6.986 -0.535 -0.113 0.17 0.01 -0.03
Br 8.767 -0.998 -0.597 -0.22 0.05 0.06
C 6.689 0.782 0.198 0.18 -0.07 -0.08
C 5.394 1.122 0.543 -0.18 -0.15 -0.02
C -1.249 0.821 -1.655 -0.21 0.17 -0.26
C -2.692 0.476 -1.317 -0.08 0.26 -0.22
H -7.767 -1.316 0.926 -0.13 -0.03 0.04
H -6.814 0.175 0.855 -0.05 0.09 0.02
H -6.125 -1.287 1.581 0.00 -0.03 0.08
H -6.136 -2.428 -0.606 -0.05 0.18 -0.08
H -6.862 -0.983 -1.376 0.09 -0.07 0.07
H -1.730 -1.949 0.781 0.13 0.11 -0.11
H -0.873 -1.732 -0.755 0.01 -0.01 0.11
H -1.320 0.400 1.394 0.03 -0.11 0.00
H 0.222 -0.416 1.011 -0.22 0.10 -0.03
H 1.207 3.177 1.226 -0.11 -0.15 -0.05
H 0.812 1.525 1.780 0.04 0.09 -0.02
H 3.104 2.293 0.094 0.03 -0.13 0.02
H 3.950 -1.922 0.343 -0.06 -0.06 0.02
H 6.264 -2.544 -0.303 0.02 -0.06 -0.02
H 7.464 1.532 0.174 0.05 0.03 0.00
H 5.175 2.145 0.809 -0.03 0.09 0.03
H -1.195 1.780 -2.176 -0.05 -0.22 0.03
H -0.821 0.052 -2.308 -0.03 0.09 -0.03
H -3.138 1.280 -0.719 0.05 0.00 -0.13
H -3.278 0.376 -2.235 0.10 0.11 0.07
```
Forces are in eV/Å.

Values from the calculation:
Charge = 0
SMILES string = CCOC(=O)N1CCN(C(=O)CNC(=O)c2ccc(Br)cc2)CC1
LUMO energy = 0.36 eV
Kohn-Sham gap = 0.356 hartree

***

# 3
# C4H9N

The ion C4H9N with charge -1 (wB97M-V/def2-TZVPD, the Open Molecules 2025 dataset).

The geometry in XYZ format:
```
14
Properties=species:S:1:pos:R:3:forces:R:3
C -0.473 0.803 0.933 0.41 0.78 -1.22
N -0.972 -0.551 0.791 0.57 -0.54 0.15
C -0.394 -1.206 -0.397 0.06 1.28 0.20
C 0.891 -0.426 -0.719 -0.56 0.57 -0.02
C 0.739 0.971 -0.080 -1.19 -1.02 1.07
H -1.210 1.541 0.559 -0.10 -0.11 0.54
H -0.148 1.059 1.954 -0.27 -0.19 -0.13
H -1.987 -0.631 0.772 0.09 0.33 -0.01
H -0.178 -2.239 -0.116 -0.19 -0.19 -0.54
H -1.038 -1.046 -1.273 -0.25 -0.67 0.10
H 0.993 -0.276 -1.806 0.25 -0.46 0.16
H 1.730 -0.946 -0.295 0.65 -0.20 -0.01
H 1.631 1.234 0.496 0.02 0.34 -0.37
H 0.414 1.712 -0.820 0.52 0.07 0.07
```
Forces are in eV/Å.

Values from the calculation:
Energy above the lowest of the compared OMol25 structures with the same formula, charge and spin = 25.9 kJ/mol
Charge = -1
LUMO energy (alpha / beta) = 4.78 / 4.67 eV
2S+1 = 2
Kohn-Sham gap (alpha / beta) = 0.119 / 0.330 hartree
Expectation value of S² = 0.7503

***

Number 1: total energy -5166.81122 Ha. Number 2: total energy -3661.00686 Ha. Number 3: total energy -212.48160 Ha.